Entry 1:
{
  "formula": "C3H9BClFN2O3S",
  "method": "wB97M-V/def2-TZVPD",
  "species": ["C", "C", "C", "Cl", "N", "B", "N", "O", "S", "O", "O", "F", "H", "H", "H", "H", "H", "H", "H", "H", "H"],
  "xyz": [[2.819, -0.403, -0.163], [1.471, -0.483, 0.672], [0.522, 0.643, 0.119], [1.079, 2.198, 0.914], [-0.905, 0.411, 0.433], [-1.514, -0.710, -0.382], [-1.826, -1.992, 0.289], [-1.802, -0.611, -1.774], [-1.861, 1.807, 0.186], [-1.446, 2.617, -0.976], [-2.053, 2.569, 1.438], [-3.352, 1.208, -0.187], [2.892, 0.600, -0.649], [3.685, -0.517, 0.520], [2.822, -1.181, -0.958], [1.058, -1.507, 0.587], [1.731, -0.194, 1.712], [0.729, 0.734, -0.975], [-1.056, -2.653, 0.195], [-2.004, -1.837, 1.282], [-0.988, -0.699, -2.283]],
  "multiplicity": 1,
  "energy_ha": -1438.08111,
  "smiles": "CC[C@H](Cl)N(B(N)O)S(=O)(=O)F"
}

Entry 2:
{
  "formula": "C3H9BS",
  "method": "wB97M-V/def2-TZVPD",
  "species": ["C", "B", "C", "C", "S", "H", "H", "H", "H", "H", "H", "H", "H", "H"],
  "xyz": [[-0.775, 1.116, -0.653], [-0.088, -0.126, -0.033], [-0.661, -1.592, -0.524], [1.069, 0.127, 0.985], [2.495, 0.091, -0.250], [-0.234, 1.939, -0.238], [-1.707, 0.974, -0.017], [-1.089, 1.116, -1.713], [-0.184, -2.014, -1.419], [-1.800, -1.441, -1.047], [-0.632, -2.303, 0.311], [1.037, 1.077, 1.556], [1.242, -0.685, 1.705], [1.565, 0.003, -1.165]],
  "multiplicity": 1,
  "smiles": "CB(C)CS",
  "relative_energy_kj_mol": 114.3
}

Entry 3:
{
  "formula": "C3H9BrN2",
  "method": "wB97M-V/def2-TZVPD",
  "species": ["C", "C", "C", "N", "N", "H", "H", "H", "H", "H", "H", "H", "H", "Br", "H"],
  "xyz": [[0.862, -1.226, 1.485], [-0.387, -0.773, 0.737], [-0.265, 0.572, 0.299], [-0.611, 0.897, -0.887], [-0.608, 2.261, -1.240], [1.643, -1.397, 0.759], [0.631, -2.302, 1.875], [1.284, -0.403, 2.151], [-1.263, -1.008, 1.543], [-0.759, -1.372, -0.140], [-0.272, 1.307, 1.168], [0.108, 2.289, -1.874], [-0.370, 2.878, -0.354], [0.396, -1.448, -2.959], [-0.390, -0.276, -2.563]],
  "multiplicity": 1,
  "smiles": "CC/C=N/N.Br",
  "relative_energy_kj_mol": 55.7
}

Entry 4:
{
  "formula": "C3H9BrNPS",
  "method": "wB97M-V/def2-TZVPD",
  "species": ["C", "C", "C", "N", "P", "S", "Br", "H", "H", "H", "H", "H", "H", "H", "H", "H"],
  "xyz": [[-0.268, 1.622, -0.278], [-0.909, -0.160, -1.746], [0.467, -0.892, 2.103], [-0.330, 0.176, -0.438], [0.500, -1.043, 0.286], [0.015, -2.879, -0.252], [3.355, 0.572, -0.099], [-1.165, 2.138, -0.591], [0.116, 1.781, 0.781], [0.378, 2.175, -0.872], [-0.745, 0.568, -2.576], [-0.502, -1.009, -2.223], [-2.062, -0.455, -1.683], [1.278, -0.333, 2.541], [-0.394, -0.445, 2.486], [0.263, -1.817, 2.561]],
  "multiplicity": 1,
  "relative_energy_kj_mol": 221.1
}

Entry 5:
{
  "formula": "C3H9CdNOS",
  "method": "wB97M-V/def2-TZVPD",
  "species": ["C", "O", "C", "C", "N", "S", "H", "H", "H", "H", "H", "H", "H", "H", "H", "Cd"],
  "xyz": [[-0.388, 0.255, -2.306], [-1.044, -0.172, -1.076], [-0.097, -0.537, -0.136], [-0.396, 0.029, 1.309], [0.873, 0.098, 2.039], [1.347, 1.644, 2.617], [0.091, 1.225, -2.125], [0.368, -0.471, -2.644], [-1.118, 0.394, -3.104], [-0.053, -1.719, -0.040], [0.883, -0.161, -0.480], [-0.928, 0.981, 1.275], [-1.028, -0.718, 1.827], [1.652, -0.310, 1.523], [0.688, 2.579, 1.852], [-0.850, -3.117, -0.533]],
  "total_charge": 2,
  "multiplicity": 1,
  "energy_ha": -814.72260
}

Entry 6:
{
  "formula": "C3H9ClNOP",
  "method": "wB97M-V/def2-TZVPD",
  "species": ["C", "N", "C", "O", "P", "C", "Cl", "H", "H", "H", "H", "H", "H", "H", "H", "H"],
  "xyz": [[0.235, 1.933, 0.948], [-0.461, 0.853, 0.161], [0.577, 0.331, -0.689], [1.656, -0.323, -0.016], [-1.679, -0.025, 0.975], [-1.158, -1.774, 0.671], [-3.059, 0.120, -0.608], [0.811, 1.531, 1.730], [0.802, 2.439, 0.221], [-0.555, 2.502, 1.480], [0.193, -0.602, -1.211], [0.936, 1.180, -1.254], [2.379, 0.238, -0.252], [-0.082, -1.795, 0.813], [-1.488, -2.461, 1.516], [-1.541, -2.164, -0.204]],
  "multiplicity": 1,
  "smiles": "CN(CO)P(C)Cl",
  "relative_energy_kj_mol": 134.3
}

Entry 7:
{
  "formula": "C3H9CoN3O10P",
  "method": "wB97M-V/def2-TZVPD",
  "species": ["Co", "P", "O", "O", "O", "O", "C", "N", "O", "O", "H", "H", "H", "C", "N", "O", "O", "H", "H", "H", "C", "N", "O", "O", "H", "H", "H"],
  "xyz": [[1.070, 0.743, -0.386], [2.768, 1.218, -1.872], [2.916, 0.117, -0.770], [1.459, 0.548, -2.279], [3.359, 1.123, -3.304], [2.000, 2.309, -1.226], [1.070, -0.602, 3.705], [2.038, 0.079, 2.778], [1.635, 0.345, 1.651], [3.070, 0.435, 3.320], [1.632, -1.468, 4.052], [0.134, -0.939, 3.259], [0.865, -0.079, 4.640], [-3.010, 2.561, -0.418], [-2.097, 1.542, -0.874], [-0.952, 1.530, -0.394], [-2.419, 0.695, -1.692], [-2.523, 3.517, -0.613], [-3.028, 2.375, 0.656], [-3.993, 2.571, -0.888], [-0.757, -2.986, -1.904], [-1.010, -2.297, -0.642], [-0.175, -1.433, -0.268], [-2.080, -2.444, -0.055], [-1.693, -3.443, -2.228], [-0.018, -3.763, -1.708], [-0.261, -2.253, -2.540]],
  "total_charge": -1,
  "multiplicity": 4,
  "energy_ha": -2760.19839
}

Entry 8:
{
  "formula": "C3H9FN2",
  "method": "wB97M-V/def2-TZVPD",
  "species": ["N", "C", "C", "F", "C", "N", "H", "H", "H", "H", "H", "H", "H", "H", "H"],
  "xyz": [[2.443, -0.054, -0.351], [1.257, -0.721, 0.189], [-0.020, 0.032, -0.230], [0.100, 1.328, 0.293], [-1.311, -0.575, 0.310], [-2.465, 0.070, -0.283], [3.312, -0.403, 0.067], [2.386, 0.932, -0.124], [1.191, -1.762, -0.185], [1.230, -0.799, 1.298], [0.000, 0.121, -1.317], [-1.247, -1.656, 0.094], [-1.331, -0.445, 1.390], [-3.317, -0.253, 0.187], [-2.532, -0.216, -1.235]],
  "multiplicity": 1,
  "smiles": "NCC(F)CN",
  "relative_energy_kj_mol": 0.0
}

Entry 9:
{
  "formula": "C3H9FN3O",
  "method": "wB97M-V/def2-TZVPD",
  "species": ["C", "N", "F", "N", "C", "C", "N", "O", "H", "H", "H", "H", "H", "H", "H", "H", "H"],
  "xyz": [[0.388, -1.737, -1.405], [-0.596, -1.052, -0.606], [-1.358, -1.914, 0.250], [-0.087, -0.017, 0.060], [1.061, -0.192, 0.995], [-0.713, 1.156, 0.171], [-0.197, 2.208, 0.838], [-1.821, 1.485, -0.481], [-0.012, -1.710, -2.438], [1.214, -1.108, -1.307], [0.534, -2.741, -1.092], [1.665, 0.714, 1.030], [0.579, -0.181, 1.985], [1.524, -1.048, 0.800], [0.540, 1.991, 1.597], [-0.533, 3.094, 0.888], [-2.186, 1.049, -1.286]],
  "total_charge": 1,
  "multiplicity": 1,
  "smiles": "CN(F)/[N+](C)=C(/N)O",
  "relative_energy_kj_mol": 121.2
}

Entry 10:
{
  "formula": "C3H9FNS",
  "method": "wB97M-V/def2-TZVPD",
  "species": ["C", "C", "C", "N", "F", "S", "H", "H", "H", "H", "H", "H", "H", "H", "H"],
  "xyz": [[-0.512, -0.784, -1.335], [1.488, -0.631, 0.313], [0.463, 0.039, -0.615], [-1.003, 0.738, 1.478], [-0.477, 2.075, -1.713], [0.687, 1.654, -0.644], [-1.126, -1.294, -0.696], [-1.087, -0.170, -1.966], [-0.030, -1.662, -1.995], [2.293, -1.264, -0.219], [0.886, -1.281, 0.940], [2.129, 0.047, 1.033], [-0.620, 0.468, 2.356], [-1.090, 1.679, 1.595], [-2.003, 0.384, 1.468]],
  "total_charge": 1,
  "multiplicity": 1,
  "relative_energy_kj_mol": 20.6
}

Entry 11:
{
  "formula": "C3H9I3Si2",
  "method": "wB97M-V/def2-TZVPD",
  "species": ["C", "C", "C", "Si", "Si", "I", "I", "I", "H", "H", "H", "H", "H", "H", "H", "H", "H"],
  "xyz": [[0.269, 2.447, 1.168], [0.729, -3.867, 0.223], [1.284, 1.190, -1.443], [0.340, 0.741, 0.168], [-1.806, 0.070, 0.059], [-3.694, 1.855, -0.448], [-2.156, -1.648, -1.736], [-2.529, -1.018, 2.136], [1.280, 2.857, 1.406], [-0.273, 3.071, 0.591], [-0.164, 2.347, 2.201], [1.594, -3.235, 0.411], [0.002, -3.576, 0.998], [0.719, -4.749, -0.532], [0.941, 2.081, -1.757], [2.287, 1.130, -1.205], [1.175, 0.304, -2.239]],
  "multiplicity": 1,
  "relative_energy_kj_mol": 513.6
}

Entry 12:
{
  "formula": "C3H9IN3",
  "method": "wB97M-V/def2-TZVPD",
  "species": ["C", "N", "C", "N", "I", "N", "C", "H", "H", "H", "H", "H", "H", "H", "H", "H"],
  "xyz": [[-0.631, 2.446, -0.107], [0.338, 1.468, -0.660], [0.671, 0.210, -0.308], [2.170, -0.548, -1.005], [3.869, -0.283, 0.252], [-0.090, -0.488, 0.471], [0.188, -1.841, 1.035], [-1.299, 2.016, 0.679], [-0.126, 3.374, 0.147], [-1.294, 2.762, -0.995], [0.637, 1.808, -1.609], [2.247, -0.080, -1.875], [-0.922, 0.017, 0.603], [1.222, -2.152, 0.761], [-0.509, -2.602, 0.727], [0.038, -1.709, 2.109]],
  "total_charge": 1,
  "multiplicity": 1,
  "smiles": "CN/C(NI)=[NH+]/C",
  "relative_energy_kj_mol": 210.7
}

Entry 13:
{
  "formula": "C3H9INP",
  "method": "wB97M-V/def2-TZVPD",
  "species": ["C", "C", "C", "N", "P", "I", "H", "H", "H", "H", "H", "H", "H", "H", "H"],
  "xyz": [[1.573, -0.196, 0.002], [-0.585, -1.365, -0.532], [0.169, -0.531, 0.500], [-0.668, 0.602, 0.834], [-0.762, 1.960, -0.700], [0.025, 1.694, 2.449], [1.514, 0.360, -0.935], [2.105, 0.410, 0.735], [2.141, -1.109, -0.165], [-0.057, -2.300, -0.714], [-0.658, -0.823, -1.476], [-1.587, -1.588, -0.172], [0.258, -1.119, 1.426], [-1.819, 1.271, -1.303], [-1.649, 2.732, 0.051]],
  "multiplicity": 1,
  "relative_energy_kj_mol": 0.0
}

Entry 14:
{
  "formula": "C3H9ISi",
  "method": "wB97M-V/def2-TZVPD",
  "species": ["C", "Si", "C", "C", "I", "H", "H", "H", "H", "H", "H", "H", "H", "H"],
  "xyz": [[-1.564, 0.832, 0.115], [0.016, -0.153, 0.555], [-0.133, -1.754, -0.383], [1.515, 1.120, -0.066], [3.406, 0.039, 0.050], [-1.963, 0.827, -0.869], [-2.354, 0.531, 0.881], [-1.183, 1.792, 0.393], [-0.007, -0.560, 1.971], [-0.357, -1.482, -1.464], [0.771, -2.266, -0.464], [-0.988, -2.247, -0.061], [1.226, 1.194, -1.059], [1.615, 2.127, 0.404]],
  "multiplicity": 1,
  "smiles": "C[SiH](C)CI",
  "relative_energy_kj_mol": 158.7
}

Entry 15:
{
  "formula": "C3H9N",
  "method": "wB97M-V/def2-TZVPD",
  "species": ["C", "C", "N", "C", "H", "H", "H", "H", "H", "H", "H", "H", "H"],
  "xyz": [[1.529, 0.426, 0.096], [0.524, -0.655, -0.284], [-0.750, -0.760, 0.278], [-1.716, 0.326, -0.102], [2.460, -0.011, -0.354], [1.262, 1.504, -0.089], [1.710, 0.287, 1.182], [0.412, -0.599, -1.315], [1.025, -1.666, -0.156], [-0.603, -0.738, 1.304], [-1.224, 1.301, -0.011], [-2.067, 0.190, -1.126], [-2.563, 0.395, 0.577]],
  "multiplicity": 1,
  "smiles": "CCNC",
  "relative_energy_kj_mol": 92.5
}

Entry 16:
{
  "formula": "C3H9N",
  "method": "wB97M-V/def2-TZVPD",
  "species": ["C", "C", "H", "H", "H", "H", "C", "N", "H", "H", "H", "H", "H"],
  "xyz": [[2.146, -3.661, -3.913], [1.711, -2.441, -3.538], [3.021, -3.749, -4.583], [1.816, -4.710, -3.859], [2.109, -1.492, -3.665], [0.682, -2.503, -3.276], [-2.052, 3.007, 3.096], [-1.169, 1.927, 3.568], [-1.588, 3.937, 3.050], [-2.923, 3.125, 3.881], [-2.365, 2.725, 2.052], [-0.634, 1.540, 2.765], [-0.752, 2.292, 4.422]],
  "multiplicity": 1,
  "smiles": "C=C.CN",
  "relative_energy_kj_mol": 234.9
}

Entry 17:
{
  "formula": "C3H9N",
  "method": "wB97M-V/def2-TZVPD",
  "species": ["C", "N", "C", "H", "H", "H", "H", "H", "C", "H", "H", "H", "H"],
  "xyz": [[0.511, 1.136, -0.922], [1.786, 1.346, -0.767], [2.405, -0.028, -0.461], [-0.279, 1.811, -1.184], [0.016, 0.092, -0.675], [3.556, 0.010, -0.526], [2.043, -0.286, 0.538], [2.154, -0.835, -1.229], [-2.405, -0.639, 1.071], [-1.506, -1.089, 1.412], [-2.388, 0.396, 0.799], [-2.808, -1.061, 0.117], [-3.084, -0.853, 1.827]],
  "multiplicity": 1,
  "smiles": "C=NC.C",
  "relative_energy_kj_mol": 191.5
}

Entry 18:
{
  "formula": "C3H9N",
  "method": "wB97M-V/def2-TZVPD",
  "species": ["C", "C", "C", "N", "H", "H", "H", "H", "H", "H", "H", "H", "H"],
  "xyz": [[-0.698, 1.361, 0.381], [-0.357, 0.356, -0.699], [0.794, -0.543, -0.381], [0.265, -1.428, 0.802], [-1.073, 0.834, 1.254], [-1.452, 2.065, 0.033], [0.183, 1.924, 0.683], [-1.226, -0.202, -1.046], [0.265, 0.843, -1.550], [1.070, -1.177, -1.235], [1.651, 0.006, 0.011], [0.997, -1.939, 1.287], [-0.418, -2.100, 0.459]],
  "multiplicity": 1,
  "smiles": "CCCN",
  "relative_energy_kj_mol": 65.8
}

Entry 19:
{
  "formula": "C3H9N",
  "method": "wB97M-V/def2-TZVPD",
  "species": ["C", "C", "C", "N", "H", "H", "H", "H", "H", "H", "H", "H", "H"],
  "xyz": [[-1.787, 0.130, -0.013], [-0.379, -0.531, -0.151], [0.728, 0.429, -0.031], [2.076, -0.189, -0.089], [-2.557, -0.536, -0.553], [-1.786, 1.208, -0.457], [-2.049, 0.040, 1.232], [-0.172, -1.026, -1.128], [-0.412, -1.347, 0.613], [0.597, 1.055, 0.881], [0.768, 1.117, -0.864], [2.195, -0.889, 0.599], [2.778, 0.539, -0.040]],
  "multiplicity": 1,
  "smiles": "CCCN",
  "relative_energy_kj_mol": 97.5
}

Entry 20:
{
  "formula": "C3H9N",
  "method": "wB97M-V/def2-TZVPD",
  "species": ["C", "C", "C", "H", "H", "H", "H", "H", "H", "N", "H", "H", "H"],
  "xyz": [[-1.042, -0.076, 2.508], [0.260, -0.303, 2.412], [0.940, -1.164, 3.456], [-1.661, 0.458, 1.796], [-1.666, -0.552, 3.260], [0.799, 0.004, 1.527], [1.942, -1.454, 3.139], [0.834, -0.669, 4.414], [0.507, -2.167, 3.524], [-0.055, 1.624, -6.616], [-0.082, 0.817, -7.224], [0.163, 1.349, -5.661], [-0.939, 2.133, -6.533]],
  "multiplicity": 1,
  "smiles": "C=CC.N",
  "relative_energy_kj_mol": 106.2
}

Number 1: molar mass 218.446 g/mol. Number 2: molar mass 87.984 g/mol. Number 3: molar mass 153.023 g/mol. Number 4: molar mass 202.057 g/mol. Number 5: molar mass 219.590 g/mol. Number 6: molar mass 141.538 g/mol. Number 7: molar mass 337.023 g/mol. Number 8: molar mass 92.117 g/mol. Number 9: molar mass 122.123 g/mol. Number 10: molar mass 110.177 g/mol. Number 11: molar mass 481.989 g/mol. Number 12: molar mass 214.030 g/mol. Number 13: molar mass 216.990 g/mol. Number 14: molar mass 200.095 g/mol. Number 15: molar mass 59.112 g/mol. Number 16: molar mass 59.112 g/mol. Number 17: molar mass 59.112 g/mol. Number 18: molar mass 59.112 g/mol. Number 19: molar mass 59.112 g/mol. Number 20: molar mass 59.112 g/mol.